No. 1
Molecular formula: C11H13Cl4CoO5PS
Method: DFT, ωB97M-V with the def2-TZVPD basis set

```
36
Properties=species:S:1:pos:R:3:mulliken_spin:R:1
Co 0.054 0.463 0.039 1.12
Cl -1.495 1.019 1.690 0.00
C -2.091 -0.549 2.199 0.00
C -3.227 -0.576 2.984 0.00
C -3.709 -1.801 3.410 0.00
C -3.041 -2.961 3.049 0.00
C -1.904 -2.897 2.264 0.00
Cl -1.106 -4.378 1.853 0.00
C -1.385 -1.680 1.796 0.00
S 0.057 -1.642 0.803 -0.07
H -3.723 0.346 3.252 0.00
H -4.601 -1.853 4.018 0.00
H -3.400 -3.928 3.372 0.00
C 2.735 2.877 -1.384 0.00
O 2.595 1.517 -1.832 0.00
P 2.121 0.376 -0.838 -0.05
O 2.422 -0.924 -1.692 -0.01
C 1.430 -1.507 -2.561 0.00
O 3.325 0.394 0.208 0.00
C 3.246 -0.280 1.470 0.00
H 3.052 3.449 -2.251 0.00
H 3.500 2.935 -0.611 0.00
H 1.786 3.257 -1.014 0.00
H 1.620 -2.576 -2.576 0.00
H 1.546 -1.091 -3.560 0.00
H 0.423 -1.316 -2.197 0.00
H 3.998 0.173 2.111 0.00
H 3.455 -1.340 1.340 0.00
H 2.260 -0.169 1.921 0.00
Cl -3.337 1.934 -3.175 0.00
C -1.687 2.472 -2.863 0.00
Cl -0.659 2.314 -4.305 0.00
C -1.039 1.670 -1.742 -0.01
O -0.378 2.321 -0.878 -0.02
O -1.128 0.431 -1.699 0.04
H -1.716 3.523 -2.601 0.00
```

Calculated values
2S+1 = 2
expectation value of S² = 0.825
total energy = -4766.33911 hartree
net charge = 0

=====

No. 2
Molecular formula: C2H8N3O
Method: DFT, ωB97M-V with the def2-TZVPD basis set

```
14
Properties=species:S:1:pos:R:3:mulliken_charge:R:1
C -0.291 -0.419 0.040 0.91
C -1.117 -1.390 0.756 -1.23
N 0.507 0.411 0.620 -0.40
N -0.494 -0.451 -1.268 -0.32
N 1.394 1.798 -0.121 0.14
O 1.782 1.492 -1.253 -0.45
H 0.066 -0.026 -2.003 0.24
H -0.756 -2.340 0.552 0.39
H -2.149 -1.442 0.336 0.34
H -1.270 -1.348 1.945 0.31
H 0.666 0.428 1.608 0.24
H -1.151 -1.019 -1.648 0.16
H 0.600 2.469 -0.036 0.34
H 2.216 1.837 0.472 0.33
```

Calculated values
ΔE to the lowest compared entry with this formula, charge and spin = 121.3 kcal per mole
net charge = +1

=====

No. 3
Molecular formula: C81H200N16O5
Method: DFT, ωB97M-V with the def2-TZVPD basis set

```
302
Properties=species:S:1:pos:R:3:mulliken_charge:R:1
C -1.134 0.628 4.693 -1.16
C -0.556 -0.746 5.028 0.05
N 0.857 -0.529 5.487 0.29
C 1.338 -1.646 6.330 0.23
C 0.597 -1.784 7.624 -1.62
C 1.705 -0.499 4.287 1.83
C 2.955 0.383 4.615 -1.87
H -2.215 0.592 4.555 0.66
H -0.646 0.989 3.787 -0.15
H -1.043 1.367 5.488 0.27
H -1.125 -1.171 5.855 0.80
H -0.651 -1.490 4.236 -0.66
H 1.273 -2.602 5.809 -0.16
H 2.344 -1.396 6.666 0.45
H 1.105 -2.366 8.393 0.45
H 0.397 -0.802 8.052 0.33
H -0.335 -2.333 7.494 0.36
H 1.254 -0.046 3.404 -0.30
H 1.950 -1.519 3.990 -0.97
H 3.342 0.802 3.686 0.24
H 3.718 -0.047 5.265 0.39
H 2.539 1.279 5.074 0.55
C -0.326 -5.119 2.964 0.06
C 0.910 -5.934 3.468 -1.09
N 2.212 -5.427 2.899 1.33
C 3.274 -6.406 3.202 -0.57
C 3.206 -7.647 2.283 -1.05
C 2.500 -4.073 3.274 -0.02
C 3.620 -3.476 2.383 -0.80
H -1.203 -5.700 3.248 -0.16
H -0.141 -4.928 1.907 -0.14
H -0.452 -4.199 3.535 0.05
H 0.893 -5.938 4.558 0.30
H 0.812 -6.971 3.145 0.45
H 4.234 -5.940 2.982 0.36
H 3.273 -6.673 4.259 0.27
H 3.348 -7.244 1.280 0.13
H 3.954 -8.418 2.465 0.46
H 2.206 -8.079 2.260 0.24
H 2.747 -3.936 4.327 0.13
H 1.595 -3.515 3.039 -0.60
H 3.313 -3.464 1.338 0.14
H 4.538 -4.057 2.474 0.61
H 3.800 -2.453 2.713 -0.15
C -6.911 -3.016 0.096 -1.17
C -6.192 -2.404 1.311 -0.79
N -5.041 -1.634 0.919 1.36
C -4.359 -1.157 2.123 0.55
C -3.857 -2.183 3.087 -1.01
C -5.355 -0.427 0.131 -1.50
C -4.115 0.222 -0.441 0.65
H -7.830 -3.479 0.455 0.44
H -6.286 -3.667 -0.515 0.13
H -7.258 -2.230 -0.575 0.32
H -6.902 -1.725 1.783 0.53
H -5.984 -3.205 2.020 0.40
H -3.432 -0.685 1.797 -0.93
H -5.011 -0.463 2.653 0.50
H -3.002 -1.765 3.619 -0.15
H -4.570 -2.391 3.885 0.50
H -3.641 -3.109 2.556 0.08
H -5.893 0.337 0.693 0.22
H -5.926 -0.644 -0.772 0.42
H -3.531 -0.550 -0.942 -0.12
H -3.499 0.717 0.309 -0.35
H -4.367 0.999 -1.162 0.03
C 5.944 -2.111 -0.724 -1.35
C 6.421 -0.640 -0.596 0.02
N 5.880 0.211 0.507 1.22
C 6.187 1.629 0.378 -0.25
C 5.411 2.565 1.210 -0.65
C 6.041 -0.368 1.817 -0.01
C 7.518 -0.600 2.144 -1.57
H 4.872 -2.264 -0.601 0.10
H 6.496 -2.779 -0.063 0.39
H 6.115 -2.555 -1.705 0.48
H 7.509 -0.578 -0.614 0.47
H 6.096 -0.170 -1.524 -0.36
H 6.057 1.797 -0.691 -0.46
H 7.241 1.838 0.558 0.53
H 5.455 2.234 2.247 0.44
H 4.326 2.568 1.103 -0.20
H 5.825 3.570 1.124 0.33
H 5.500 0.126 2.624 0.27
H 5.503 -1.314 1.764 -0.13
H 7.962 -1.471 1.662 0.28
H 8.076 0.294 1.867 0.23
H 7.599 -0.758 3.219 0.50
C 3.541 2.845 -2.281 0.51
C 3.285 2.377 -3.709 -0.83
N 4.086 1.219 -4.148 0.27
C 3.661 -0.012 -3.516 1.99
C 4.262 -1.212 -4.316 -1.82
C 5.529 1.435 -4.158 0.34
C 5.882 2.747 -4.959 -1.54
H 3.365 1.974 -1.650 -0.14
H 2.805 3.622 -2.075 -0.56
H 4.547 3.190 -2.041 0.35
H 2.218 2.225 -3.874 -0.44
H 3.542 3.148 -4.436 0.62
H 4.121 -0.122 -2.534 -0.91
H 2.592 -0.125 -3.334 -0.25
H 5.343 -1.303 -4.211 0.32
H 3.737 -2.145 -4.114 0.26
H 4.133 -1.024 -5.382 0.51
H 6.143 0.638 -4.578 0.54
H 5.906 1.626 -3.154 -0.34
H 6.950 2.766 -5.178 0.45
H 5.653 3.636 -4.372 0.25
H 5.364 2.805 -5.916 0.36
C 3.477 6.019 0.394 -0.44
C 4.428 6.762 1.360 -1.10
N 3.658 7.395 2.453 0.70
C 3.135 8.699 1.914 -0.87
C 2.268 9.498 2.885 -1.20
C 4.586 7.782 3.522 -0.60
C 5.073 6.649 4.380 -1.07
H 2.612 6.636 0.146 0.31
H 3.079 5.156 0.927 -0.13
H 4.016 5.653 -0.480 0.34
H 5.137 6.039 1.766 0.42
H 4.978 7.510 0.790 0.38
H 3.960 9.315 1.556 0.49
H 2.611 8.473 0.986 0.47
H 2.942 9.835 3.673 0.33
H 1.792 10.373 2.443 0.41
H 1.572 8.770 3.301 0.14
H 4.127 8.399 4.295 0.25
H 5.404 8.388 3.132 0.42
H 5.346 5.748 3.830 0.24
H 4.184 6.363 4.943 0.13
H 5.866 7.032 5.022 0.43
C -4.423 3.345 2.062 -1.96
C -4.397 3.860 0.597 0.33
N -5.674 3.692 -0.138 0.19
C -6.794 4.433 0.465 -0.83
C -6.676 5.932 0.364 -1.05
C -5.393 3.985 -1.571 0.21
C -6.540 3.814 -2.556 -1.55
H -4.952 4.029 2.725 0.42
H -3.391 3.210 2.384 0.42
H -4.905 2.368 2.021 0.39
H -4.140 4.917 0.531 0.81
H -3.588 3.383 0.043 -0.45
H -7.660 4.061 -0.082 0.52
H -7.000 4.121 1.488 0.52
H -7.606 6.461 0.571 0.43
H -5.937 6.245 1.101 0.27
H -6.412 6.311 -0.623 0.22
H -4.692 3.269 -2.001 -0.12
H -5.036 5.010 -1.673 0.25
H -7.401 4.254 -2.053 0.34
H -6.830 2.778 -2.733 0.31
H -6.466 4.260 -3.548 0.38
C 1.956 4.246 4.461 -0.65
C 0.463 3.918 4.522 0.46
N -0.416 5.105 4.329 0.45
C -0.393 6.118 5.398 -0.34
C -0.854 5.554 6.819 -1.31
C -0.217 5.573 2.964 0.80
C -1.359 6.329 2.477 -1.59
H 2.406 3.310 4.793 0.33
H 2.236 5.026 5.168 0.15
H 2.352 4.481 3.473 0.00
H 0.235 3.172 3.761 -0.74
H 0.141 3.349 5.394 0.21
H -1.054 6.917 5.063 0.44
H 0.588 6.593 5.419 0.23
H -0.184 4.712 6.991 0.28
H -1.888 5.244 6.670 0.30
H -0.687 6.179 7.696 0.40
H 0.704 6.155 2.937 -0.44
H -0.006 4.774 2.254 -0.11
H -1.137 6.724 1.486 0.32
H -2.262 5.718 2.510 0.26
H -1.645 7.252 2.981 0.51
C 1.710 6.089 -4.644 -1.89
C 0.758 5.334 -3.762 2.12
N -0.427 6.136 -3.403 0.34
C -1.158 5.561 -2.236 0.24
C -0.432 5.885 -0.943 0.16
C -1.310 6.482 -4.523 -0.27
C -2.234 7.630 -4.193 -1.25
H 1.720 7.150 -4.392 0.40
H 1.488 5.904 -5.695 0.46
H 2.719 5.706 -4.491 0.46
H 0.453 4.415 -4.264 -0.55
H 1.196 4.945 -2.842 -0.92
H -2.161 5.982 -2.171 0.25
H -1.305 4.482 -2.280 -0.82
H 0.459 5.259 -0.884 -0.32
H -0.148 6.894 -0.642 0.56
H -1.188 5.573 -0.223 -0.53
H -1.865 5.599 -4.839 0.17
H -0.603 6.864 -5.260 0.44
H -2.760 7.711 -5.145 0.45
H -1.699 8.491 -3.795 0.30
H -2.999 7.239 -3.521 0.22
C -0.432 -2.572 -0.145 0.88
C -0.284 -1.423 0.898 1.25
N 0.037 -0.222 0.035 1.88
C 1.393 -0.132 -0.569 -0.78
C 2.566 0.195 0.441 0.64
C -0.313 0.969 0.817 0.55
C -0.569 2.300 0.045 0.53
H 0.433 -2.712 -0.793 -0.41
H -1.334 -2.266 -0.676 -0.51
H -0.516 -3.565 0.295 -0.44
H -1.257 -1.287 1.371 -0.44
H 0.452 -1.654 1.668 -0.72
H 1.628 -1.041 -1.123 0.37
H 1.388 0.626 -1.352 -0.28
H 2.460 1.185 0.884 -0.11
H 2.650 -0.598 1.184 -0.43
H 3.527 0.309 -0.062 -0.41
H 0.450 1.093 1.586 -0.72
H -1.226 0.785 1.382 0.15
H -1.555 2.315 -0.422 -1.04
H 0.257 2.522 -0.632 -0.07
H -0.615 3.160 0.713 -0.05
C -2.015 -2.267 -6.967 -1.60
C -2.563 -2.942 -5.697 0.17
N -3.983 -2.596 -5.346 1.29
C -4.986 -3.063 -6.296 -0.56
C -5.055 -4.579 -6.269 -1.16
C -4.140 -1.208 -4.994 -0.34
C -5.197 -0.986 -3.931 -0.60
H -2.646 -2.484 -7.830 0.44
H -1.068 -2.763 -7.182 0.44
H -1.869 -1.195 -6.843 -0.07
H -2.613 -4.018 -5.866 0.85
H -1.886 -2.809 -4.853 -0.86
H -5.976 -2.764 -5.949 0.35
H -4.915 -2.588 -7.275 0.42
H -4.901 -4.869 -5.229 0.13
H -5.993 -4.990 -6.642 0.44
H -4.276 -5.062 -6.859 0.25
H -4.334 -0.523 -5.819 0.12
H -3.232 -0.787 -4.562 -0.28
H -4.962 -1.635 -3.087 -0.21
H -6.169 -1.212 -4.370 0.48
H -5.186 0.055 -3.608 0.24
C -2.216 -8.925 1.594 0.74
O -2.057 -9.836 0.782 -0.73
N -2.582 -9.178 2.844 0.10
C -2.830 -10.534 3.304 -1.04
C -2.655 -8.140 3.816 -0.75
H -2.051 -7.864 1.348 0.00
H -3.808 -10.606 3.780 0.33
H -2.099 -10.886 4.033 0.35
H -2.804 -11.307 2.536 0.32
H -3.618 -8.164 4.328 0.42
H -1.912 -8.292 4.599 0.31
H -2.632 -7.176 3.308 -0.02
C 1.525 -4.434 -3.220 0.56
O 2.462 -4.474 -2.462 -0.69
N 1.319 -5.355 -4.221 0.17
C -0.043 -5.508 -4.879 -0.74
C 2.381 -6.294 -4.623 -1.08
H 0.694 -3.723 -3.092 0.15
H -0.731 -4.669 -4.778 -0.05
H -0.601 -6.378 -4.534 0.37
H 0.082 -5.629 -5.955 0.40
H 1.845 -7.242 -4.575 0.36
H 2.842 -6.209 -5.607 0.30
H 3.229 -6.289 -3.939 0.30
C -3.460 -4.849 0.175 0.02
O -3.335 -5.760 1.039 -0.71
N -3.279 -5.011 -1.148 0.80
C -3.669 -3.989 -2.081 -0.53
C -3.017 -6.332 -1.757 -0.96
H -3.692 -3.815 0.473 0.29
H -3.706 -2.983 -1.662 -0.83
H -4.595 -4.307 -2.560 0.62
H -2.895 -3.909 -2.845 0.31
H -2.295 -6.314 -2.574 0.12
H -2.734 -7.153 -1.099 0.11
H -3.965 -6.653 -2.190 0.48
C 2.452 -7.540 -1.259 -0.04
O 3.138 -8.315 -1.937 -0.74
N 1.211 -7.770 -0.858 0.47
C 0.571 -9.044 -1.189 -1.06
C 0.440 -6.688 -0.314 0.18
H 2.853 -6.585 -0.885 0.56
H -0.447 -8.929 -1.561 0.30
H 0.520 -9.603 -0.255 0.31
H 1.100 -9.682 -1.896 0.36
H 0.981 -5.743 -0.368 0.22
H -0.443 -6.631 -0.951 -0.22
H 0.044 -6.922 0.675 -0.35
C -0.586 -0.488 -3.633 0.13
O 0.023 -1.331 -4.224 -0.80
N -0.980 0.688 -4.138 1.15
C -1.786 1.589 -3.327 0.89
C -0.505 1.204 -5.397 -1.06
H -0.983 -0.658 -2.621 -0.05
H -2.717 1.656 -3.891 0.50
H -1.365 2.594 -3.294 -1.07
H -2.003 1.224 -2.323 -0.45
H 0.554 0.960 -5.475 0.34
H -1.011 0.664 -6.197 0.10
H -0.584 2.279 -5.559 0.35
```

Calculated values
ΔE to the lowest compared entry with this formula, charge and spin = 0.0 kcal per mole
net charge = 0